Record 1
Molecular formula: C21H31F5P2SSn
Method: DFT, ωB97M-V with the def2-TZVPD basis set

Values from the calculation:
* E_tot: -71093.7317 eV
* energy above the lowest of the compared OMol25 structures with the same formula, charge and spin: 0.0 kcal/mol
* net charge: +2
* HOMO energy: -13.7113 eV
* Kohn-Sham gap: 4.755 eV

Geometry (Å):
P1 0.33270 -1.85762 0.57820
P2 0.13996 1.55282 0.71422
C1 0.03007 -0.81383 -0.91319
C2 0.55664 0.63526 -0.83745
H1 -1.06102 -0.83060 -1.06975
H2 0.49506 -1.34608 -1.75973
H3 1.65467 0.65378 -0.92836
H4 0.14712 1.21065 -1.68271
C3 -1.53998 2.18950 0.45889
H5 -1.82945 2.79962 1.32543
H6 -2.26520 1.37081 0.36026
H7 -1.57105 2.80760 -0.45092
C4 1.23482 2.95373 0.92609
H8 1.22118 3.60138 0.04134
H9 2.26244 2.61413 1.10409
H10 0.91145 3.53294 1.80001
C5 -0.75677 -3.28881 0.64244
H11 -0.47512 -3.94605 1.47771
H12 -0.67033 -3.84325 -0.30060
H13 -1.79326 -2.95784 0.79354
C6 2.04585 -2.46327 0.41862
H14 2.76720 -1.63073 0.46730
H15 2.14982 -2.98049 -0.54982
H16 2.26525 -3.16988 1.23669
Sn1 0.30562 -0.28062 2.64869
C7 0.75197 1.51133 -4.62397
C8 -0.56136 1.56187 -4.37443
C9 -1.65119 0.77617 -5.04275
C10 -1.23019 -0.56599 -5.68730
C11 -0.54387 -1.52793 -4.75620
C12 0.75876 -1.59616 -4.46016
C13 1.87193 -0.76572 -5.03073
C14 1.47124 0.61780 -5.59584
C15 0.35600 -1.87182 4.16188
H17 1.40754 2.23872 -4.12516
H18 -0.93270 2.33246 -3.68745
H19 -2.13035 1.38668 -5.82916
H20 -2.44165 0.58267 -4.29987
H21 -2.15690 -1.05395 -6.03627
H22 -0.63855 -0.36325 -6.58763
H23 -1.21610 -2.28758 -4.33517
H24 1.10318 -2.41296 -3.81523
H25 2.38095 -1.32067 -5.83929
H26 2.63392 -0.62500 -4.24707
H27 2.40853 1.12768 -5.87851
H28 0.91101 0.47751 -6.52752
H29 1.00484 -1.55754 4.99160
H30 0.75297 -2.77262 3.67569
H31 -0.66470 -2.03872 4.53481
F1 0.25075 1.25291 8.94099
C16 -0.33622 1.17903 7.73051
C17 0.12676 1.96134 6.67327
F2 1.16993 2.80431 6.87492
C18 -0.40636 1.78404 5.40665
F3 0.15884 2.45643 4.35785
C19 -1.42411 0.84741 5.13940
S1 -1.98541 0.49767 3.52634
C20 -1.88209 0.08990 6.23381
F4 -2.81326 -0.87303 6.01970
C21 -1.34492 0.23146 7.50655
F5 -1.71685 -0.59759 8.50475

Cartesian forces, eV/Å:
P 0.52 0.47 -0.04
P 0.39 -0.12 -0.42
C -0.43 -0.46 0.21
C 0.41 -0.08 0.44
H 0.31 0.05 -0.10
H -0.27 0.33 0.06
H -0.28 0.00 -0.01
H 0.14 -0.13 0.13
C -0.28 -0.20 0.68
H 0.04 -0.17 -0.23
H 0.18 0.18 0.02
H 0.28 -0.21 0.18
C 0.41 0.25 0.10
H -0.07 -0.13 0.11
H -0.21 0.06 -0.08
H 0.01 -0.12 -0.17
C -0.30 -0.07 -0.15
H 0.00 0.23 -0.25
H -0.10 0.03 0.20
H 0.24 -0.14 -0.11
C 0.02 -0.09 0.11
H -0.26 -0.30 -0.07
H 0.02 0.15 0.36
H -0.03 0.24 -0.34
Sn -2.95 0.04 0.00
C -0.11 0.28 0.25
C 0.24 0.32 -0.16
C -0.19 -0.40 -0.03
C -0.52 0.08 -0.37
C 0.11 -0.28 0.22
C -0.26 -0.26 -0.25
C 0.17 0.37 -0.02
C 0.56 -0.08 -0.35
C 1.26 0.04 0.81
H -0.33 -0.26 0.02
H 0.21 -0.14 -0.13
H 0.18 -0.09 0.32
H 0.13 0.03 -0.17
H 0.36 0.21 0.05
H -0.31 -0.26 0.33
H 0.33 0.26 0.07
H -0.19 0.11 -0.12
H -0.18 0.07 0.32
H -0.10 0.00 -0.17
H -0.36 -0.20 0.02
H 0.30 0.23 0.36
H -0.18 -0.30 -0.29
H 0.01 0.39 0.09
H 0.16 0.51 -0.54
F -0.69 0.05 -1.32
C 0.23 -0.37 0.77
C 0.93 0.52 0.30
F -1.11 -0.76 -0.28
C -0.15 -0.22 -0.37
F -0.27 -0.34 0.52
C 0.80 -0.04 1.07
S 0.52 -0.17 -1.18
C -0.41 -0.50 -0.38
F 0.83 0.83 0.24
C 0.04 -0.36 0.75
F 0.26 0.91 -0.98

Record 2
Molecular formula: C21H31MgN2O7P2
Method: DFT, ωB97M-V with the def2-TZVPD basis set

Values from the calculation:
* E_tot: -63630.1732 eV
* net charge: -1
* HOMO energy: -4.9997 eV
* Kohn-Sham gap: 7.605 eV

Geometry (Å):
Mg1 0.94936 -0.26137 0.39772
O1 3.55829 -3.41524 0.55678
P1 3.42257 -1.87347 0.97717
O2 4.75061 -1.28121 1.27138
O3 2.53661 -1.21685 -0.06669
O4 2.56679 -1.96591 2.34563
P2 1.99671 -0.63810 3.15441
O5 3.23398 0.36357 2.95694
O6 1.72815 -0.96449 4.55601
O7 0.85377 -0.12117 2.28724
H1 4.35244 -3.77741 0.96635
H2 4.01625 -0.06456 2.55329
C1 -3.53840 0.74122 1.65569
C2 -4.25921 0.07899 0.47527
C3 -4.79603 1.03928 -0.60144
C4 -3.61747 -1.21494 -0.05034
C5 -4.52883 -2.27109 -0.09733
C6 -4.19694 -3.54282 -0.51577
C7 -2.89119 -3.78437 -0.88637
C8 -1.92411 -2.78924 -0.83572
C9 -0.51229 -3.24333 -1.16629
C10 0.25513 -3.47595 0.13393
C11 0.23571 -2.44720 -2.24051
C12 -2.27200 -1.48282 -0.42356
N1 -1.20513 -0.54586 -0.33448
C13 -1.45134 0.69450 -0.62236
C14 -0.51684 1.75135 -0.64630
C15 -0.81919 3.09471 -0.89847
C16 0.39023 3.77144 -0.85393
C17 1.38302 2.80874 -0.58069
N2 0.84256 1.58956 -0.45545
C18 2.86354 3.08458 -0.44048
C19 3.66634 1.79272 -0.34118
C20 3.09284 3.91199 0.83170
C21 3.34347 3.88318 -1.65891
H3 -4.08705 1.63188 1.96951
H4 -2.51245 1.04075 1.46303
H5 -3.51364 0.04815 2.49726
H6 -5.19243 -0.28646 0.91485
H7 -4.06676 1.46909 -1.28497
H8 -5.31320 1.86851 -0.11403
H9 -5.52433 0.50858 -1.21848
H10 -5.54885 -2.07569 0.21399
H11 -4.93850 -4.33065 -0.52863
H12 -2.59182 -4.77632 -1.20614
H13 -0.63671 -4.23878 -1.60923
H14 0.40339 -2.57149 0.72765
H15 1.23039 -3.91690 -0.05358
H16 -0.31662 -4.15088 0.77561
H17 0.45071 -1.42026 -1.97236
H18 -0.35873 -2.41917 -3.15723
H19 1.18887 -2.92896 -2.46078
H20 -2.44668 0.99971 -0.90717
H21 -1.80363 3.49912 -1.08064
H22 0.55142 4.82873 -0.99461
H23 3.46125 1.26801 0.58987
H24 4.73485 2.01996 -0.36102
H25 3.44456 1.11123 -1.16198
H26 2.77354 3.35309 1.71248
H27 2.53570 4.85068 0.79819
H28 4.15529 4.14475 0.94169
H29 3.23382 3.29597 -2.57251
H30 4.39910 4.14016 -1.54112
H31 2.77914 4.80874 -1.78288

Cartesian forces, eV/Å:
Mg -0.52 0.19 -0.35
O 0.03 -0.05 0.00
P -0.04 0.23 0.06
O 0.04 0.02 0.01
O 0.24 -0.49 0.15
O -0.02 -0.09 -0.05
P 0.08 -0.08 -0.01
O 0.00 0.17 0.06
O -0.04 -0.10 0.01
O 0.18 -0.13 0.26
H -0.01 0.01 -0.02
H 0.01 -0.03 -0.02
C 0.06 0.04 -0.08
C -0.03 -0.04 0.21
C -0.04 -0.05 -0.04
C -0.03 0.03 -0.03
C -0.10 -0.05 -0.18
C -0.02 0.06 0.04
C 0.02 -0.03 -0.03
C -0.05 0.06 -0.16
C 0.01 0.00 -0.03
C 0.00 0.01 0.13
C -0.09 -0.05 0.01
C 0.10 -0.15 0.30
N 0.34 0.24 0.07
C -0.06 0.10 -0.26
C -0.09 0.06 -0.10
C 0.05 0.04 -0.02
C -0.01 0.01 0.01
C 0.13 -0.06 -0.01
N -0.32 0.08 -0.03
C -0.03 0.00 0.01
C 0.01 0.00 -0.01
C 0.00 0.02 0.01
C 0.01 0.00 0.00
H -0.03 -0.01 0.01
H 0.02 0.04 -0.03
H 0.04 -0.01 0.00
H 0.09 0.03 0.10
H 0.03 0.02 0.05
H -0.01 0.01 0.01
H 0.00 0.01 -0.02
H 0.00 -0.01 -0.01
H -0.01 -0.01 -0.02
H -0.02 0.01 0.00
H -0.02 0.04 0.05
H -0.05 -0.10 -0.05
H 0.09 0.04 0.00
H 0.03 -0.03 -0.04
H 0.02 0.13 0.09
H 0.01 -0.01 -0.01
H 0.01 -0.03 0.01
H -0.04 -0.08 -0.05
H -0.02 0.01 -0.02
H 0.00 0.00 -0.01
H 0.00 0.00 0.01
H 0.01 -0.01 0.03
H 0.01 0.01 -0.02
H -0.01 -0.01 0.00
H 0.00 0.01 -0.01
H 0.01 0.00 0.01
H -0.01 -0.01 -0.01
H 0.01 0.00 -0.01
H 0.00 0.01 0.01

Record 3
Molecular formula: C21H31MoN7O4Te
Method: DFT, ωB97M-V with the def2-TZVPD basis set

Values from the calculation:
* expectation value of S²: 2.028
* E_tot: -50035.0688 eV
* energy above the lowest of the compared OMol25 structures with the same formula, charge and spin: 10.9 kcal/mol
* net charge: +2
* HOMO energy (alpha / beta): -13.1415 / -13.2763 eV
* Kohn-Sham gap (alpha / beta): 6.627 / 6.315 eV
* 2S+1: 3

Geometry (Å):
Mo1 1.20302 0.54769 0.49884
C1 6.81832 -0.43601 0.61804
N1 5.64962 0.41999 0.61414
C2 5.72402 1.72489 0.92754
C3 4.61912 2.52729 1.00684
C4 3.37812 1.90569 0.76854
O1 2.19472 2.38389 0.88494
N2 3.32432 0.61239 0.40144
C5 4.43172 -0.17631 0.29244
O2 4.36092 -1.33591 -0.07136
H1 7.70382 0.15319 0.83644
H2 6.92632 -0.92741 -0.34816
H3 6.69812 -1.21421 1.37244
H4 6.71032 2.11519 1.13554
H5 4.68882 3.56889 1.26934
N3 -1.43198 5.01849 -0.05176
C6 -1.26538 4.01399 1.01534
C7 -0.38928 2.91239 0.35044
O3 -0.03438 3.14329 -0.80386
O4 -0.16338 1.85729 0.99474
H6 -1.09728 5.95649 0.18814
H7 -2.38818 5.07459 -0.41086
H8 -0.79738 4.55559 -0.81506
H9 -2.20938 3.57639 1.34944
H10 -0.74098 4.42169 1.87914
C8 -6.66768 2.04049 0.31414
C9 -5.25188 1.58849 0.43954
C10 -4.61438 1.56539 1.67624
C11 -3.36748 0.98049 1.84464
C12 -2.71888 0.92679 3.19594
C13 -2.74038 0.41489 0.73154
Te1 -1.07998 -0.90931 1.00134
C14 -3.29698 0.55009 -0.54406
C15 -2.55658 0.07199 -1.75526
C16 -4.54498 1.13809 -0.67066
H11 -6.94448 2.72699 1.10964
H12 -7.31498 1.16629 0.39504
H13 -6.86268 2.49859 -0.65236
H14 -5.12678 1.96689 2.53804
H15 -2.67118 -0.10731 3.54654
H16 -3.28558 1.50239 3.92374
H17 -1.69628 1.31649 3.15964
H18 -1.58858 0.58419 -1.82716
H19 -3.12118 0.27139 -2.66096
H20 -2.37458 -1.00441 -1.69686
H21 -4.99758 1.20429 -1.64936
C17 0.29752 -4.41311 -2.97716
C18 0.70452 -4.96671 -1.61336
C19 -0.34688 -4.67101 -0.54796
C20 2.09902 -4.45621 -1.16786
N4 2.03442 -3.07201 -0.81796
C21 1.96412 -2.00431 -1.63266
N5 1.73162 -0.95191 -0.87726
N6 1.70132 -1.40431 0.36714
N7 1.86602 -2.66161 0.41914
H22 -0.60158 -4.91801 -3.32096
H23 1.07332 -4.58271 -3.72076
H24 0.07352 -3.34751 -2.93556
H25 0.80852 -6.05031 -1.70376
H26 -0.55228 -3.59921 -0.46456
H27 -0.03018 -5.03411 0.42734
H28 -1.28348 -5.15811 -0.80506
H29 2.82092 -4.58981 -1.97516
H30 2.43432 -4.99661 -0.27986
H31 2.11462 -2.01491 -2.69556

Cartesian forces, eV/Å:
Mo 0.25 1.13 0.53
C 0.41 -0.62 -0.09
N -0.33 0.20 -0.04
C -0.51 0.45 0.12
C -0.02 0.09 0.00
C 0.98 -0.35 0.03
O -0.30 0.08 -0.03
N 0.33 0.76 0.53
C -0.13 -0.65 -0.29
O 0.42 0.00 0.11
H -0.05 0.05 0.00
H 0.01 0.09 0.03
H 0.04 0.07 -0.02
H 0.04 -0.05 -0.02
H 0.03 0.04 0.03
N 0.20 0.08 -0.66
C 0.47 -0.98 0.46
C -0.80 1.53 -0.97
O 0.07 -0.22 0.00
O -0.83 0.05 0.97
H -0.15 -0.26 -0.04
H 0.14 0.07 0.14
H -0.38 0.45 0.32
H 0.02 0.13 -0.15
H -0.07 0.08 -0.08
C -0.12 -0.02 -0.01
C 0.30 0.09 -0.01
C -0.07 -0.01 -0.08
C 0.27 -0.16 0.03
C -0.06 -0.02 0.14
C 0.31 -0.10 0.06
Te -0.25 0.32 -0.04
C 0.30 -0.13 0.03
C 0.04 -0.04 -0.13
C -0.10 0.01 0.13
H -0.04 0.08 0.01
H -0.11 0.01 0.00
H -0.03 0.07 -0.03
H -0.06 0.04 0.15
H 0.06 0.08 0.09
H -0.02 0.01 0.06
H -0.09 -0.09 0.05
H -0.09 -0.16 -0.08
H -0.03 0.03 -0.09
H 0.06 0.08 -0.09
H -0.05 0.00 -0.13
C 0.11 -0.20 0.17
C 0.04 0.19 0.09
C 0.09 -0.04 -0.09
C -0.31 -1.54 -0.28
N 0.12 1.79 -0.24
C -0.12 0.60 0.05
N -0.10 -0.94 -1.09
N 0.31 -2.05 -0.67
N -0.14 -0.40 1.30
H -0.08 0.03 -0.04
H 0.07 0.00 -0.13
H -0.08 0.13 0.01
H 0.13 0.02 0.02
H 0.00 -0.06 -0.04
H -0.04 -0.04 0.13
H -0.08 -0.03 0.00
H 0.08 0.14 0.15
H 0.05 0.15 -0.12
H -0.09 -0.03 -0.11

Record 4
Molecular formula: C21H31N3O3S
Method: DFT, ωB97M-V with the def2-TZVPD basis set

Values from the calculation:
* SMILES string: Cc1cc(-c2ccc(C(C)C)c(S(=O)(=O)NCCN3CCC(C)CC3)c2)on1
* E_tot: -43727.2057 eV
* energy above the lowest of the compared OMol25 structures with the same formula, charge and spin: 88.5 kcal/mol
* HOMO energy: -8.7232 eV
* Kohn-Sham gap: 8.953 eV

Geometry (Å):
C1 0.68966 -7.98274 3.35823
C2 0.36291 -6.53772 3.42346
N1 -0.52513 -6.06314 4.25895
O1 -0.59358 -4.72572 4.07437
C3 0.26908 -4.36249 3.10387
C4 0.91201 -5.48658 2.64805
H1 1.65875 -5.56201 1.88684
C5 0.36363 -2.96650 2.72841
C6 1.21223 -2.55465 1.70366
C7 1.28751 -1.22200 1.35536
C8 0.53607 -0.24484 1.99753
C9 -0.31560 -0.67234 3.01703
C10 -0.40567 -1.99987 3.37960
H2 -1.07205 -2.30684 4.17126
H3 -0.92348 0.05162 3.53662
C11 0.60963 1.20414 1.60154
H4 1.49390 1.34211 0.97929
C12 -0.62745 1.57391 0.77629
H5 -0.58867 1.08965 -0.19598
H6 -0.65189 2.65027 0.62640
H7 -1.53899 1.27831 1.29286
C13 0.73821 2.11572 2.82549
H8 1.54606 1.77654 3.46925
H9 0.96220 3.12931 2.50246
H10 -0.18218 2.14230 3.40405
S1 2.35511 -0.85744 -0.03837
O2 2.99574 -2.07943 -0.44822
O3 3.19875 0.27690 0.19286
N2 1.19985 -0.41170 -1.18121
H11 0.66860 -1.23563 -1.42954
C14 1.75572 0.23733 -2.35512
H12 2.47687 -0.41771 -2.86430
H13 2.29112 1.11167 -1.98496
C15 0.65540 0.62922 -3.34193
N3 -0.21285 1.67004 -2.82657
C16 0.36169 2.99103 -3.01117
C17 -0.48419 4.05441 -2.32014
C18 -1.91703 4.03693 -2.84863
C19 -2.79274 5.04735 -2.11535
H14 -3.80693 5.03035 -2.50802
H15 -2.83243 4.81441 -1.05351
H16 -2.39596 6.05327 -2.23191
C20 -2.45932 2.61759 -2.69522
C21 -1.54672 1.61749 -3.39690
H17 -1.94125 0.60702 -3.25919
H18 -1.53177 1.83422 -4.48217
H19 -3.46434 2.54675 -3.11570
H20 -2.50886 2.36419 -1.63541
H21 -1.90183 4.29323 -3.91480
H22 -0.49512 3.85346 -1.24909
H23 -0.03159 5.03463 -2.48164
H24 1.36657 2.99365 -2.58531
H25 0.44670 3.23394 -4.08860
H26 1.13241 0.92896 -4.29212
H27 0.05019 -0.25981 -3.54185
H28 1.82818 -3.25387 1.16223
H29 1.74446 -8.13742 3.57895
H30 0.49209 -8.36601 2.35853
H31 0.08632 -8.52548 4.07950

Cartesian forces, eV/Å:
C -0.06 -0.02 0.08
C -0.17 0.57 0.05
N -0.06 -1.28 0.31
O 0.23 0.97 -0.43
C 0.50 -1.19 -0.30
C -0.46 0.72 0.35
H 0.18 0.04 -0.19
C -0.11 0.58 0.02
C -0.08 -0.34 0.21
C 0.28 -0.03 -0.43
C 0.01 0.11 0.05
C 0.14 0.08 -0.15
C 0.13 -0.22 -0.11
H -0.07 0.01 0.07
H -0.05 0.11 0.05
C -0.25 0.31 0.06
H -0.16 0.11 0.15
C 0.17 -0.06 0.04
H -0.10 0.03 -0.07
H -0.06 0.15 -0.05
H -0.13 0.01 0.08
C 0.13 -0.17 -0.19
H 0.08 0.03 0.13
H -0.01 0.12 -0.01
H -0.10 0.02 0.09
S -0.42 -0.32 -0.50
O -0.18 -0.10 0.17
O -0.08 0.21 0.06
N 0.34 -0.17 0.87
H -0.11 -0.22 0.06
C 0.34 0.25 -0.45
H -0.04 0.16 -0.02
H 0.05 0.04 -0.22
C 0.18 -0.03 0.28
N 0.00 -0.10 -0.11
C 0.07 0.16 0.23
C 0.01 -0.05 -0.39
C -0.07 0.00 0.38
C 0.16 -0.14 -0.26
H -0.14 0.04 0.00
H -0.02 -0.01 0.16
H 0.00 0.15 0.03
C 0.15 0.05 -0.42
C -0.26 -0.05 0.17
H 0.04 0.02 -0.08
H 0.00 -0.05 0.02
H -0.06 -0.01 0.03
H -0.05 -0.03 0.10
H 0.03 -0.04 -0.02
H 0.01 0.04 0.11
H 0.02 0.05 0.05
H 0.04 0.03 -0.08
H 0.04 -0.04 0.04
H -0.06 -0.10 0.05
H 0.00 0.02 -0.09
H 0.03 -0.17 -0.02
H 0.03 -0.07 0.02
H 0.00 -0.07 -0.02
H 0.00 -0.10 0.02

Number 1 is which compound?
C21H31F5P2SSn

E_tot of number 3 (C21H31MoN7O4Te)?
-50035.0688 eV